Computed, not measured: a cluster of 2 separate species, C8H21BBrO4S in total at a distorted geometry, with ωB97M-V/def2-TZVPD.

**Net charge**: +1
**E_tot**: -3615.268549 Eh

Last column: Löwdin charge in e.
Cartesian coordinates (Å):
H (-1.75707, 1.85151, 3.18422)  0.0837
H (1.11499, -3.42687, -5.50938)  0.0730
H (2.58073, -3.85721, -3.51898)  0.1096
C (-2.27010, -0.69082, 2.62019)  -0.6191
Br (-2.60777, -2.59454, 2.73200)  0.7044
B (0.43460, 0.73223, -1.33070)  -0.8415
H (0.88714, 2.70362, 2.00489)  0.1091
H (0.61905, 0.62910, 3.31828)  0.0763
H (-3.22278, -0.18157, 2.73161)  0.0662
C (-1.59091, -0.36009, 1.28218)  -0.2848
H (-2.77795, 1.49085, 1.28267)  0.1069
C (0.21545, 1.36891, 4.01113)  -0.0890
H (3.63187, -2.52274, -4.01284)  0.1124
C (-2.02089, 0.99131, 0.67291)  -0.2918
H (-0.50662, -0.38101, 1.40285)  0.1050
H (-1.60963, -0.48747, 3.45384)  0.0295
C (-0.19125, 2.87944, 2.00148)  -0.2855
O (1.11704, -0.40242, -1.49601)  0.2453
O (0.54033, 1.38918, -0.04122)  -0.1864
C (-0.77543, 2.30386, 3.30417)  -0.2532
H (-0.09723, 2.06905, -2.68883)  0.1381
H (-1.82268, -1.15619, 0.57806)  0.0942
O (-0.37846, 1.23170, -2.29979)  0.2014
H (-0.92594, 3.15924, 3.96385)  0.1201
H (-2.44084, 0.86127, -0.32476)  0.1074
H (-0.25868, 0.86871, 4.85321)  0.0849
H (0.90820, -2.26616, -3.33951)  0.0815
H (-0.33725, 3.95653, 1.95303)  0.1015
H (2.77401, -3.78251, -6.00992)  0.0767
S (-0.74449, 2.22224, 0.42759)  1.2193
H (2.17917, -2.11354, -6.00328)  0.0757
C (2.60960, -2.89658, -4.04339)  -0.3081
C (2.14646, -3.06793, -5.47702)  -0.0901
O (1.81515, -1.94345, -3.33124)  -0.1033
H (1.73107, -0.54687, -0.76320)  0.1422
H (1.03114, 1.96922, 4.41191)  0.0889

***

Computed, not measured: a structure of composition C8H21BrOPS2 at a distorted geometry, with ωB97M-V/def2-TZVPD.

**Net charge**: +1
**E_tot**: -4104.100995 Eh

Last column: Löwdin charge in e.
Cartesian coordinates (Å):
C (-0.87568, 0.95833, 4.63150)  -0.2630
S (0.31821, -0.68087, -3.05604)  0.8031
C (-1.70818, -2.57935, -1.24900)  -0.1560
H (-2.30710, -3.26084, -0.65519)  0.0832
H (-2.54768, -0.94429, -0.11362)  0.0887
H (-3.01812, -0.19143, -3.03279)  0.0448
H (-1.67117, 0.21666, 4.64334)  0.0530
C (1.85881, -1.11893, -2.16859)  -0.9796
H (1.66168, 1.91695, 3.97075)  0.0645
H (-3.16256, 1.13456, -1.88309)  0.0524
P (-1.02919, 0.16842, -1.59438)  0.7920
C (0.94273, 2.37227, 3.29027)  -0.2613
H (-0.84299, -1.28204, 0.26828)  0.0519
H (-2.17432, 1.35870, -3.33679)  0.0411
H (-0.13393, -1.90371, -3.41362)  -0.0260
H (1.38873, 1.58902, -0.74022)  0.0486
H (-0.73880, -3.05514, -1.37132)  0.0623
H (-1.24837, 1.90178, 5.02869)  0.0590
H (3.61120, -0.25434, -1.44862)  0.1030
O (0.28700, -0.06391, 2.46271)  -0.5741
H (1.43228, 2.62992, 2.35336)  0.0416
H (2.82266, 1.15198, 0.20100)  0.0826
H (-0.02922, 0.60190, 5.21758)  0.0638
H (-2.14905, -2.46076, -2.23523)  0.0595
C (2.03032, 0.77287, -0.42955)  -0.1200
C (2.61897, 0.10825, -1.68687)  -0.3381
C (-2.49363, 0.64716, -2.58545)  -0.2984
H (1.63024, -1.80175, -1.36160)  0.0696
Br (2.92652, -2.08048, -3.46733)  0.7650
H (1.38647, 0.09927, 0.12809)  0.0366
H (2.65739, 0.82049, -2.50564)  0.1098
S (-0.36609, 1.19733, 2.92730)  0.7940
H (0.50860, 3.26764, 3.73363)  0.0593
C (-1.58573, -1.23567, -0.52160)  -0.4130

***

Computed, not measured: a structure of composition C8H21CdNO4 at a distorted geometry, with ωB97M-V/def2-TZVPD.

**Net charge**: 0
**Energy above the lowest of the compared OMol25 structures with the same formula, charge and spin**: 199.2 kJ/mol
**E_tot**: -840.673991 Eh

Last column: Löwdin charge in e.
Cartesian coordinates (Å):
H (-1.98099, 2.76417, -1.74902)  0.0941
O (-0.51752, 1.38781, -1.17047)  -0.3284
C (-0.26504, -1.84488, -3.03941)  -0.3143
C (-2.46020, 1.08826, 1.94483)  -0.3771
H (2.38994, 2.32736, -0.23691)  0.1175
C (1.67999, -1.43061, 1.72379)  -0.1900
H (1.09098, 2.40001, 0.81136)  0.1302
H (0.57607, -3.79334, 2.07596)  0.0967
H (2.45531, 0.03578, -0.35034)  0.1316
O (-1.62265, 0.15252, 1.43883)  -0.4573
H (2.67182, 0.52275, 1.82985)  0.1251
H (0.37288, 3.24235, -1.33970)  0.1266
H (-0.94885, -2.85576, 2.44853)  0.0971
O (-0.71731, -1.63914, -1.74848)  -0.5255
H (-0.14691, -2.92444, -3.13270)  0.0589
O (0.49366, -1.95179, 1.15469)  -0.3448
H (-0.84548, -1.34010, -3.81167)  0.0526
H (-1.95852, 2.03698, 1.75422)  0.0388
H (2.53872, -2.07518, 1.53613)  0.1341
Cd (-0.36735, -0.57586, -0.14032)  1.3799
N (1.60094, 0.36460, 0.07631)  -0.1115
H (-2.25556, 0.98675, -1.97564)  0.0912
H (0.70913, -1.35598, -3.03052)  0.0401
C (-1.55889, 1.81767, -2.08676)  -0.0497
H (-3.48537, 1.18196, 1.58658)  0.0522
H (1.36510, -1.58838, 2.75533)  0.1278
H (-1.25791, 1.85119, -3.13385)  0.0928
H (-0.77150, -3.49062, 0.93872)  0.0941
C (1.73104, 0.05844, 1.53409)  -0.1943
C (-0.15577, -3.06330, 1.73017)  -0.0742
C (1.44033, 1.82691, -0.04748)  -0.1843
H (-2.55694, 1.17209, 3.02730)  0.0459
H (1.12719, 1.94754, -2.23336)  0.1264
H (1.00209, 0.58072, 2.15372)  0.1204
C (0.62756, 2.18351, -1.29379)  -0.2229

***

Computed, not measured: a cluster of 2 separate species, C8H21ClN2Si in total at a distorted geometry, with ωB97M-V/def2-TZVPD.

**Net charge**: 0
**SMILES**: CC[Si@H](Cl)N(C)C.C/C=N\CC
**Energy above the lowest of the compared OMol25 structures with the same formula, charge and spin**: 248.3 kJ/mol
**E_tot**: -1176.560525 Eh

Last column: Löwdin charge in e.
Cartesian coordinates (Å):
H (2.00440, 1.23608, 3.77144)  0.0967
C (2.94948, 0.22981, -0.77130)  -0.0842
H (1.46722, -0.35477, 4.08399)  0.0641
H (-1.17473, 0.85126, -0.09656)  0.1064
N (2.61367, -1.04415, -0.06776)  -0.3479
C (-3.03675, 0.24102, -2.55122)  -0.2313
C (3.31026, -2.22829, -0.54615)  -0.1544
H (3.02710, -0.28577, 3.42239)  0.0800
H (2.27958, 1.05025, -0.38766)  0.0849
H (-0.24538, -1.27852, 0.15482)  -0.0201
H (-2.61778, -0.51158, 1.28894)  0.0599
H (2.73485, -2.95113, 0.13266)  0.0262
C (-3.35175, 1.59648, -3.14414)  -0.0731
H (2.71758, 0.07368, -1.75754)  0.0516
H (3.44634, -2.22577, -1.61842)  0.0676
H (4.38307, -2.17399, -0.23725)  0.0833
H (3.88151, 0.53804, -0.64949)  0.0339
H (-2.59186, 1.92381, -0.50373)  0.0985
H (1.57670, 1.01009, 1.31489)  0.0219
Cl (1.11233, -2.97155, 1.94809)  0.3266
H (-2.82109, 1.66174, -4.06915)  0.0490
C (-3.18217, 0.27311, 0.77191)  -0.1099
C (2.01465, 0.17908, 3.26358)  -0.2014
H (-3.18785, -0.53817, -3.19670)  0.0722
H (0.25672, 0.67820, 2.22107)  0.0714
Si (1.11214, -1.22979, 0.84218)  0.2152
H (-4.53960, 1.67545, -3.29949)  0.1223
H (-3.06314, 2.43539, -2.47116)  0.0584
C (1.24422, 0.25586, 1.98583)  -0.3942
N (-2.59505, -0.00473, -1.41957)  -0.0116
C (-2.31186, 0.85268, -0.31679)  -0.3325
H (-4.12600, -0.00033, 0.28551)  0.0799
H (-3.28682, 1.03652, 1.61679)  0.0907

***

Computed, not measured: a structure of composition C8H21CuO5 at a distorted geometry, with ωB97M-V/def2-TZVPD.

**Net charge**: -1
**Energy above the lowest of the compared OMol25 structures with the same formula, charge and spin**: 0.0 kJ/mol
**E_tot**: -2333.959140 Eh
**Spin multiplicity**: 2

Last column: Löwdin spin population.
Cartesian coordinates (Å):
O (-0.35238, 1.06161, -1.27965)  0.0466
O (2.30496, -1.12706, -0.24183)  0.1324
H (0.45286, 4.28703, -1.01475)  0.0001
H (3.77551, -0.91750, -1.72530)  0.0005
H (1.67631, -0.41825, -2.90837)  -0.0004
C (-2.39431, -1.78509, 0.54669)  0.0003
H (0.66601, 0.70918, 3.71516)  0.0019
C (0.13249, 2.27674, -1.72097)  0.0027
C (-1.36997, -2.88601, 0.60696)  -0.0003
H (-2.62159, 0.13576, 0.68291)  0.0004
H (-1.26645, 1.88094, 1.70575)  -0.0002
O (-1.85899, -0.44750, 0.66872)  0.0083
H (-1.57683, 0.73893, 2.96764)  0.0000
H (0.12586, -3.35997, -0.64626)  -0.0001
H (1.23218, 2.19592, -1.76770)  0.0011
H (2.30876, -2.02085, -3.50690)  -0.0001
H (-0.25396, 3.21309, 0.23935)  -0.0001
H (-1.00473, -3.23194, 1.57838)  -0.0001
H (1.12217, 2.20083, 2.72268)  0.0011
O (1.10381, 0.38321, 1.81014)  0.0703
H (-3.10105, -1.90184, -0.27334)  0.0000
O (-0.36335, -2.59104, -0.34525)  0.0018
Cu (0.32569, -0.42689, -0.04184)  0.7007
C (-0.24265, 3.46174, -0.82093)  0.0021
H (-2.93379, -1.83775, 1.50406)  0.0003
H (-1.10891, 2.33502, 3.47257)  -0.0002
H (3.29910, -2.46285, -1.40830)  0.0053
H (-0.29054, 2.48936, -2.72067)  -0.0004
C (-0.92405, 1.57957, 2.70018)  0.0023
C (2.83249, -1.44355, -1.45820)  0.0131
C (0.57850, 1.23985, 2.74331)  0.0077
C (1.89843, -1.46101, -2.66584)  0.0035
H (0.95317, -1.90521, -2.33884)  -0.0003
H (-1.23736, 3.84531, -1.07603)  0.0000
H (-1.88739, -3.80980, 0.29646)  0.0001

***

Computed, not measured: a structure of composition C8H21KNO3 at a distorted geometry, with ωB97M-V/def2-TZVPD.

**Net charge**: 0
**E_tot**: -1197.663832 Eh
**Spin multiplicity**: 2

Last column: Löwdin spin population.
Cartesian coordinates (Å):
H (3.38853, 1.46610, 1.52999)  0.0096
H (1.68722, 0.41385, -4.11764)  0.0010
H (1.78341, 1.99547, -2.15688)  0.0012
H (-4.09476, 1.49113, -0.90247)  0.0000
H (1.39188, -1.56039, -3.77534)  0.0052
H (2.04822, -0.44406, 2.12846)  0.0374
H (-2.53799, -1.03005, 1.33590)  0.0000
H (-1.27068, -1.52480, -1.32537)  0.0042
H (2.66911, 2.24059, 3.10271)  0.0005
H (-1.70480, -2.46858, 0.83034)  0.0074
N (-0.43960, -0.74613, 0.83182)  0.0088
C (2.60880, 2.03761, 2.03348)  0.0081
H (1.40867, 0.04376, 3.56822)  0.0028
C (-0.09659, -0.71117, 2.23712)  0.0185
H (1.03374, 0.87227, -1.07057)  0.0010
O (1.37007, -1.15760, -2.90420)  0.0419
C (1.26518, 0.15796, -3.14579)  0.0055
H (0.18532, 0.27654, -3.23492)  0.0005
H (-2.89724, -1.90021, -0.97534)  0.0006
H (0.22201, -1.70775, 2.54278)  0.0215
C (1.21194, 0.14742, 2.50114)  0.0278
H (-0.53160, 0.18703, 0.45653)  0.0003
C (-1.69675, -1.38244, 0.73904)  0.0075
O (-2.51199, 0.14407, -1.10973)  0.0007
H (2.73045, 0.61924, -1.56255)  0.0149
O (1.30317, 1.44590, 1.85989)  0.0059
H (2.67753, 2.98030, 1.49059)  0.0004
H (-3.79818, 0.59470, 0.50477)  0.0000
C (1.74280, 0.93798, -1.89581)  0.0142
H (-4.45837, -0.27738, -0.94491)  0.0000
C (-2.11437, -1.18425, -0.72510)  0.0038
K (2.14202, -2.02820, -0.14010)  0.7480
H (-0.93353, -0.42614, 2.87460)  0.0002
C (-3.78353, 0.49728, -0.58077)  0.0002